ORCA calculation (ωB97M-V with the def2-TZVPD basis set) on C28H47AsN4RuSi3 as an isolated structure.

```
! RIJCOSX wB97M-V def2-TZVPD def2/J DEFGRID3
* xyz 3 2
Ru 0.8530 -0.6830 -0.0554
C 1.1251 -3.1441 -1.8080
C -0.3709 -3.1019 -1.5087
C -0.6167 -3.2786 -0.0321
C -1.2102 -4.4193 0.4782
C -1.3721 -4.5566 1.8495
C -0.9327 -3.5350 2.6803
C -0.3442 -2.4302 2.1060
N -0.1780 -2.2958 0.7793
N 1.7945 -1.8314 -1.5365
C 1.7859 -0.9735 -2.7592
C 2.3173 0.3839 -2.3729
C 3.0914 1.1611 -3.2114
C 3.6837 2.3116 -2.7031
C 3.4957 2.6289 -1.3675
C 2.6815 1.8181 -0.5979
N 2.0822 0.7313 -1.0926
C 3.2226 -2.0603 -1.1313
C 3.3569 -2.0831 0.3594
C 4.3067 -2.8150 1.0413
C 4.4561 -2.6178 2.4087
C 3.6547 -1.6882 3.0537
C 2.6899 -1.0253 2.3208
N 2.5391 -1.2245 1.0066
H 1.3236 -3.4130 -2.8473
H 1.5993 -3.8976 -1.1782
H -0.8748 -3.8909 -2.0645
H -0.8067 -2.1556 -1.8563
H -1.5481 -5.1907 -0.2004
H -1.8348 -5.4437 2.2614
H -1.0457 -3.5881 3.7537
H 0.0065 -1.6101 2.7212
H 0.7712 -0.9356 -3.1564
H 2.4217 -1.4325 -3.5210
H 3.2655 0.8497 -4.2326
H 4.3035 2.9328 -3.3357
H 3.9631 3.4963 -0.9231
H 2.5045 2.0256 0.4461
H 3.8171 -1.2165 -1.4851
H 3.6141 -2.9553 -1.6146
H 4.9396 -3.5106 0.5071
H 5.1971 -3.1795 2.9619
H 3.7625 -1.4860 4.1097
H 2.0196 -0.3069 2.7797
C -1.8247 0.9256 -3.2844
Si -1.5790 2.2394 -1.9823
C -0.1426 3.3629 -2.3445
C -3.1230 3.2373 -1.7481
As -1.0309 0.9717 0.0699
Si -3.1753 -0.0933 0.7403
C -3.4454 -1.5685 -0.3681
C -3.0345 -0.5396 2.5499
C -4.6125 1.0618 0.4815
Si -0.6591 2.6992 1.8296
C -0.5033 1.7165 3.4103
C 0.8902 3.6864 1.5059
C -2.1279 3.8315 1.8079
H -1.9488 1.4035 -4.2595
H -2.7218 0.3321 -3.1001
H -0.9754 0.2478 -3.3592
H -0.2990 3.8332 -3.3188
H 0.8057 2.8358 -2.3827
H -0.0701 4.1668 -1.6103
H -3.2594 3.7882 -2.6852
H -3.0498 3.9768 -0.9517
H -4.0186 2.6434 -1.5982
H -2.6713 -2.3324 -0.2951
H -3.5598 -1.2767 -1.4134
H -4.3853 -2.0376 -0.0631
H -2.0168 -0.7060 2.8999
H -3.6097 -1.4495 2.7379
H -3.4728 0.2483 3.1652
H -4.9827 1.0243 -0.5416
H -4.4650 2.1008 0.7651
H -5.4120 0.6684 1.1186
H 0.0829 0.8034 3.2780
H -1.4719 1.4382 3.8232
H 0.0058 2.3309 4.1577
H 1.7831 3.2056 1.9115
H 0.7711 4.6297 2.0472
H 1.0511 3.9397 0.4591
H -3.0960 3.3366 1.7777
H -2.0692 4.5551 0.9942
H -2.0871 4.3994 2.7435
*
```

Its lowest unoccupied orbital energy (spin up / spin down) is -0.3634 / -0.3929 Ha. Its max |F| is 0.80 eV Å⁻¹. For the relative energy (zero: lowest compared OMol25 entry of this formula, charge and spin), the calculation gives 11.2 kcal per mole. As for the HOMO-LUMO gap (spin up / spin down): 7.22 / 6.41 eV. As for the HOMO energy (spin up / spin down): -17.1120 / -17.1029 eV.

ORCA calculation (ωB97M-V with the def2-TZVPD basis set) on a 7-piece molecular cluster, C28H47BFO12 overall.

```
! RIJCOSX wB97M-V def2-TZVPD def2/J DEFGRID3
* xyz -1 1
C 1.0359 2.4348 -0.4523
C 0.4089 1.0392 -0.5426
C -1.1240 1.1101 -0.4190
C 1.0895 0.0394 0.4201
B 0.5385 0.0192 1.9628
F 1.2940 -1.0689 2.6584
H 0.9484 2.7937 0.5715
H 2.0757 2.3231 -0.7546
H 0.5524 3.0752 -1.1934
H 0.6246 0.6972 -1.5638
H -1.5677 0.2502 0.0735
H -1.4232 2.0330 0.0740
H -1.5398 1.1538 -1.4349
H 1.0435 -0.9748 -0.0040
H 2.1508 0.3242 0.4581
H -0.6529 -0.2782 2.0316
H 0.7377 1.0574 2.5766
O -3.6575 2.0354 3.4851
C -4.0941 1.3138 2.6357
O -3.7116 1.3786 1.3378
C -4.4784 0.4731 0.5447
C -4.9861 -0.5720 1.5234
C -5.1553 0.2396 2.8019
H -5.2903 1.0244 0.0585
H -3.8344 0.0477 -0.2222
H -5.8933 -1.0709 1.1822
H -4.2204 -1.3299 1.6824
H -6.1366 0.7153 2.8646
H -4.9658 -0.3526 3.6932
O 2.1171 2.4631 -3.9115
C 1.3554 3.2515 -4.3818
O 0.1681 3.5743 -3.8056
C -0.5697 4.4618 -4.6542
C 0.4702 5.1145 -5.5541
C 1.5102 4.0062 -5.6904
H -1.2983 3.8749 -5.2197
H -1.1029 5.1826 -4.0381
H 0.0613 5.4618 -6.5021
H 0.9132 5.9722 -5.0452
H 1.2816 3.3280 -6.5139
H 2.5195 4.3943 -5.7931
O 6.9641 -3.5247 -0.2121
C 6.0499 -3.2732 0.5247
O 6.2143 -3.0698 1.8515
C 4.9266 -2.8972 2.4852
C 3.9887 -2.4597 1.3760
C 4.5812 -3.1747 0.1647
H 4.6319 -3.8518 2.9285
H 5.0117 -2.1554 3.2750
H 2.9466 -2.6983 1.5744
H 4.0566 -1.3813 1.2361
H 4.1829 -4.1850 0.0494
H 4.4470 -2.6110 -0.7545
O -3.7411 -3.0861 3.4988
C -2.9731 -3.7223 2.8328
O -2.6940 -3.4093 1.5526
C -1.8032 -4.3879 0.9755
C -1.1202 -5.0394 2.1672
C -2.2012 -4.9605 3.2440
H -2.3974 -5.0960 0.3943
H -1.1056 -3.8937 0.3241
H -0.7682 -6.0487 1.9598
H -0.2622 -4.4381 2.4714
H -2.8763 -5.8183 3.2198
H -1.7831 -4.8397 4.2396
O 3.1699 5.2199 1.5137
C 2.2912 5.2829 2.3250
O 1.6558 4.2004 2.8238
C 0.5820 4.6097 3.6846
C 0.9399 6.0207 4.1281
C 1.6934 6.5494 2.9133
H -0.3492 4.5724 3.1160
H 0.5101 3.9147 4.5169
H 0.0723 6.6159 4.4096
H 1.6123 5.9799 4.9875
H 1.0219 6.9927 2.1762
H 2.4747 7.2556 3.1818
O -0.4802 -4.8618 -1.3668
C -0.5188 -4.5822 -2.5296
O -0.6239 -5.5107 -3.5137
C -0.5356 -4.8715 -4.7988
C -0.9226 -3.4206 -4.5526
C -0.4203 -3.1956 -3.1295
H 0.4889 -4.9718 -5.1644
H -1.2067 -5.3730 -5.4930
H -0.5035 -2.7337 -5.2854
H -2.0089 -3.3180 -4.5789
H 0.6231 -2.8783 -3.1062
H -1.0357 -2.4912 -2.5764
*
```

Its lowest unoccupied orbital energy is 0.0786 Ha. Its max |F| is 0.93 eV Å⁻¹. As for the HOMO-LUMO gap: 6.58 eV. As for the HOMO energy: -4.4364 eV.

ORCA calculation (ωB97M-V with the def2-TZVPD basis set) on a 8-piece molecular cluster, C28H47Br4N3O3 overall at a distorted geometry.

```
! RIJCOSX wB97M-V def2-TZVPD def2/J DEFGRID3
* xyz 0 1
C -4.7773 -4.1613 0.8123
C -5.9449 -3.3546 0.7627
C -5.5344 -2.0989 0.4170
N -4.1666 -2.0796 0.4225
C -3.6968 -3.3464 0.5838
H -4.7079 -5.1998 1.0954
H -6.9498 -3.6638 0.9923
H -6.1062 -1.1872 0.3568
H -3.5853 -1.2691 0.2977
H -2.6622 -3.6152 0.4582
C -3.7301 1.5781 -2.0382
C -3.7080 2.1149 -0.7186
C -3.4249 3.4503 -0.8270
N -3.3126 3.7383 -2.1635
C -3.5063 2.6152 -2.9101
H -3.8829 0.5506 -2.3276
H -3.8968 1.4507 0.1082
H -3.1640 4.1876 -0.0866
H -3.1561 4.6646 -2.5182
H -3.5007 2.6135 -3.9859
C 2.9367 -3.7385 -0.1824
C 2.3571 -2.4446 -0.0813
C 3.2287 -1.5534 -0.6406
N 4.3039 -2.2705 -1.1002
C 4.1123 -3.6032 -0.8681
H 2.4777 -4.6499 0.1614
H 1.4115 -2.2641 0.4017
H 3.1537 -0.4905 -0.7982
H 5.0266 -1.8772 -1.6767
H 4.8657 -4.3291 -1.1203
C -2.0043 -4.8153 -2.5905
C -2.9254 -5.8564 -1.9367
C -2.8347 -7.0411 -2.9264
O -1.7586 -6.7797 -3.8247
C -0.9835 -5.7205 -3.2821
H -1.4891 -4.1993 -1.8522
H -2.4463 -4.2010 -3.3720
H -3.9498 -5.4932 -1.9208
H -2.5417 -6.0955 -0.9485
H -3.7599 -7.1166 -3.5021
H -2.6916 -8.0063 -2.4308
H -0.4605 -5.2215 -4.0994
H -0.2107 -6.1196 -2.6114
C 3.8009 4.6073 0.0677
C 3.5520 5.4963 -1.1554
C 4.8991 5.3780 -1.8694
O 5.8722 5.3410 -0.8539
C 5.3114 4.6702 0.3075
H 3.3736 3.6082 0.1014
H 3.3144 5.0827 0.9301
H 3.3958 6.5289 -0.8567
H 2.7407 5.0711 -1.7447
H 5.0408 6.1907 -2.5834
H 4.9180 4.4603 -2.4799
H 5.6188 5.2506 1.1743
H 5.8117 3.6983 0.3128
C 3.3020 0.8580 2.1066
C 3.7109 1.9561 3.1042
C 2.6759 1.8246 4.2307
O 1.6757 0.9258 3.7720
C 2.3284 -0.0100 2.8889
H 4.1527 0.3316 1.6726
H 2.7950 1.3592 1.2845
H 3.6540 2.9318 2.6133
H 4.7366 1.9193 3.4732
H 2.2967 2.7716 4.6094
H 3.1533 1.3492 5.1035
H 1.4996 -0.3312 2.2630
H 2.8170 -0.7926 3.4701
Br 0.6645 2.7655 -0.1745
C -0.2633 1.0734 0.0093
C -0.2150 0.3310 -1.3001
Br -1.0621 -1.3976 -1.0640
H -1.2446 1.2269 0.4409
H 0.2692 0.4939 0.7653
H 0.8165 0.1635 -1.5982
H -0.7277 0.8456 -2.1084
Br -3.0226 0.6102 2.5300
C -2.8420 2.3473 3.3512
C -1.4452 2.8693 3.0334
Br -1.1625 4.5875 3.8875
H -3.0252 2.2592 4.4164
H -3.5636 3.0426 2.9263
H -1.3354 2.9967 1.9625
H -0.6919 2.2066 3.4514
*
```

Its lowest unoccupied orbital energy is 0.0105 Ha. Its max |F| is 2.11 eV Å⁻¹. As for the HOMO-LUMO gap: 8.47 eV. Its SMILES is c1cc[nH]c1.c1cc[nH]c1.c1cc[nH]c1.C1CCOC1.C1CCOC1.C1CCOC1.BrCCBr.BrCCBr. As for the HOMO energy: -8.1859 eV.

ORCA calculation (ωB97M-V with the def2-TZVPD basis set) on C28H47F3N4O4S2Sb2W as an isolated structure.

```
! RIJCOSX wB97M-V def2-TZVPD def2/J DEFGRID3
* xyz 2 1
W -0.1929 0.3712 -0.0640
C 1.5450 -3.4300 0.3070
Sb 1.1830 -1.8698 -1.0999
C 3.1347 -1.3442 -1.7584
C 0.4618 -3.0475 -2.7598
C 1.1679 -2.7401 -4.0466
C 2.3337 -3.4331 -4.3622
C 3.0438 -3.1582 -5.5193
C 2.5861 -2.1757 -6.3842
C 1.4218 -1.4860 -6.0851
C 0.6973 -1.7527 -4.9254
C -0.5543 -0.9734 -4.6419
Sb -0.2516 0.4894 -3.0732
C 1.5398 1.4067 -3.7410
C -1.7488 1.8846 -3.6700
H 1.8084 -3.0305 1.2834
H 2.3542 -4.0557 -0.0667
H 0.6459 -4.0386 0.4029
H 3.1089 -1.1581 -2.8312
H 3.8196 -2.1674 -1.5624
H 3.4659 -0.4546 -1.2285
H -0.6154 -2.9091 -2.8299
H 0.6421 -4.0795 -2.4548
H 2.6868 -4.2088 -3.6911
H 3.9434 -3.7133 -5.7478
H 3.1253 -1.9555 -7.2955
H 1.0545 -0.7346 -6.7748
H -1.3865 -1.6185 -4.3547
H -0.8661 -0.4125 -5.5232
H 1.3158 2.3461 -4.2424
H 2.0314 0.7306 -4.4400
H 2.1915 1.5959 -2.8916
H -2.6696 1.3708 -3.9437
H -1.3762 2.4006 -4.5547
H -1.9340 2.6117 -2.8831
F 4.1503 -0.5320 1.5048
C 3.1387 -0.1967 2.3252
F 3.4860 0.8870 3.0061
F 2.9161 -1.2028 3.1520
C 1.9195 0.0750 1.4422
O 1.9656 0.8547 0.4679
O 0.8302 -0.5597 1.5825
C 0.1538 0.1024 8.6063
N -0.0772 -0.0717 7.1847
C 0.4871 0.6597 6.2101
S 0.1906 0.2546 4.5845
N 1.2678 1.6731 6.6003
C 1.9750 2.5906 5.7270
H -0.4252 -0.6431 9.1428
H -0.1781 1.0861 8.9460
H 1.2065 -0.0357 8.8653
H -0.6051 -0.8640 6.8650
H 1.3980 1.8074 7.5898
H 1.8203 2.2785 4.6995
H 3.0414 2.5722 5.9491
H 1.6008 3.6061 5.8572
S -1.2062 1.6093 1.8865
C -2.5612 1.6227 0.9044
N -3.7152 2.2820 1.1974
C -4.8002 2.2485 0.3886
C -4.7465 1.5270 -0.7637
C -3.5403 0.8720 -1.0525
N -2.4864 0.9252 -0.2673
H -3.7447 2.8106 2.0618
H -5.6646 2.8115 0.7119
H -5.5907 1.4772 -1.4329
H -3.4337 0.2960 -1.9646
C 1.5530 3.8438 -0.9977
C 0.2532 3.4045 -0.3550
C -0.8828 4.3626 -0.6540
O -0.0911 2.1021 -0.8701
H 1.8651 4.8020 -0.5807
H 1.4241 3.9692 -2.0743
H 2.3413 3.1164 -0.8084
H 0.3987 3.3161 0.7251
H -1.0266 4.4519 -1.7321
H -0.6506 5.3542 -0.2649
H -1.8207 4.0369 -0.1983
C -2.6399 -2.9165 1.9153
C -3.2397 -2.8735 0.5109
C -2.1069 -2.2583 -0.2807
O -1.4595 -1.3278 0.6307
C -1.9445 -1.5791 2.0007
H -1.9229 -3.7339 2.0053
H -3.3866 -3.0306 2.6981
H -4.1233 -2.2314 0.4885
H -3.5193 -3.8524 0.1267
H -2.4080 -1.7083 -1.1741
H -1.3742 -3.0176 -0.5622
H -2.6401 -0.7807 2.2622
H -1.0845 -1.5338 2.6647
*
```

Its lowest unoccupied orbital energy is -0.2347 Ha. Its max |F| is 0.91 eV Å⁻¹. For the relative energy (zero: lowest compared OMol25 entry of this formula, charge and spin), the calculation gives 15.8 kcal per mole. As for the HOMO-LUMO gap: 5.85 eV. As for the HOMO energy: -12.2337 eV.

ORCA calculation (ωB97M-V with the def2-TZVPD basis set) on a 2-piece molecular cluster, C28H48BFN4O5S overall at a distorted geometry.

```
! RIJCOSX wB97M-V def2-TZVPD def2/J DEFGRID3
* xyz 0 1
C -1.9206 1.0096 -5.3027
C -0.4996 1.0351 -4.4712
C -0.2703 -0.1915 -3.3741
C 1.0844 -0.2483 -2.4501
C 2.2536 0.9243 -2.6045
C 3.5552 0.7736 -1.5705
C 3.1649 1.6894 -0.2480
C 3.4120 3.3102 -0.2874
B 4.5719 3.9542 -1.2577
N 4.1943 5.2565 -2.0053
O 5.9372 3.4173 -1.4557
C 3.6039 3.4968 1.3593
C 2.9115 4.7975 2.0782
C 1.2736 4.9075 1.8385
N 0.6613 6.0375 2.3946
C 3.6113 2.0390 2.1090
C 3.8546 1.9194 3.7264
C 2.5612 1.2176 4.5149
C 1.5453 2.3561 5.1872
S -0.1112 2.4820 4.2758
O -0.0147 1.9944 2.7921
O -0.6657 3.9590 4.2874
O -1.2935 1.4547 5.0210
N 3.3875 1.0591 1.1432
C 3.3762 -0.4249 1.5121
C 2.0108 -1.2174 1.0673
F 0.8225 -0.3303 0.8664
C 2.0730 2.1404 -3.6958
C 0.6811 2.1671 -4.6183
H -2.0502 -0.1140 -5.6848
H -2.7728 1.2049 -4.5058
H -1.9673 1.7691 -6.1938
H -1.1271 -1.0126 -3.2764
H 1.1838 -1.1495 -1.6779
H 3.6376 -0.3826 -1.2942
H 4.5755 1.0571 -2.0673
H 1.9731 1.6377 -0.2966
H 2.4234 3.7624 -0.7537
H 4.7860 5.3580 -2.8683
H 3.2092 5.1293 -2.3832
H 5.9448 3.0542 -2.4091
H 4.7596 3.7935 1.3956
H 3.2138 4.9177 3.2223
H 3.3728 5.7592 1.5424
H 0.7022 4.0970 1.2159
H -0.3700 6.0035 2.1561
H 4.8873 1.4306 4.0303
H 3.8887 3.0331 4.1424
H 1.9388 0.5464 3.7528
H 2.8937 0.4977 5.3765
H 1.2803 1.9788 6.2869
H 2.0605 3.4264 5.2650
H -1.0884 0.5309 4.6737
H 3.5763 -0.6369 2.6453
H 4.2859 -0.9216 0.9225
H 2.2503 -1.8664 0.0969
H 1.6643 -2.0171 1.8829
H 2.8968 2.9894 -3.8246
H 0.5315 3.0306 -5.4091
C -4.6113 -5.1599 -2.6166
C -4.8231 -3.9628 -1.6637
C -5.7113 -4.3969 -0.4684
C -5.0436 -5.3330 0.5332
C -3.5307 -5.1707 0.6112
C -2.9975 -3.7948 0.1362
N -3.4646 -3.5711 -1.2436
O -3.0245 -2.3706 -1.7812
C -1.4486 -3.9067 0.1307
C -3.3955 -2.7025 1.1549
C -5.6496 -2.8961 -2.4387
H -4.0189 -4.8702 -3.4905
H -5.5677 -5.5509 -2.9853
H -4.0881 -5.9868 -2.1279
H -6.0513 -3.5050 0.0724
H -6.6324 -4.8760 -0.8329
H -5.4865 -5.1617 1.5224
H -5.2753 -6.3740 0.2794
H -3.2023 -5.3792 1.6379
H -3.0756 -5.9606 -0.0004
H -1.1088 -4.6392 -0.6116
H -1.0744 -4.2340 1.1088
H -0.9654 -2.9488 -0.0953
H -3.0023 -2.9446 2.1510
H -4.4784 -2.5868 1.2587
H -2.9860 -1.7236 0.8837
H -6.6189 -3.3061 -2.7517
H -5.1444 -2.5629 -3.3516
H -5.8550 -2.0171 -1.8164
*
```

Its lowest unoccupied orbital energy is -0.0715 Ha. Its max |F| is 7.54 eV Å⁻¹. As for the HOMO-LUMO gap: 1.60 eV. As for the HOMO energy: -3.5465 eV.